The following is a quantum chemistry calculation of a structure of composition C4H6CoO7 at a distorted geometry, from the OMol25 dataset.

```
18
Properties=species:S:1:pos:R:3:lowdin_spin:R:1
O 2.214 -0.805 -2.686 0.965
O 2.970 0.767 -0.261 0.009
O -1.501 -0.137 1.163 0.010
H 0.515 1.398 0.579 0.000
O -3.014 -0.362 2.760 0.146
C 0.280 0.680 -0.219 0.002
H -1.380 -0.542 -0.861 0.000
C -1.169 0.284 -0.169 0.002
C 2.412 -0.320 -0.321 0.000
H 0.475 1.158 -1.189 0.002
O 3.032 -1.442 0.103 0.001
H -1.784 1.148 -0.443 0.001
C -2.747 -0.060 1.558 0.015
H 3.986 -1.328 0.013 0.000
O -3.680 0.331 0.793 0.136
H 3.011 -0.371 -3.003 0.023
O 1.094 -0.476 -0.075 -0.001
Co -4.714 0.077 2.257 2.690
```

**LUMO (spin up / spin down)**: -6.5 / -6.7 eV
**HOMO energy (spin up / spin down)**: -13.152 / -13.143 eV
**Energy relative to the best compared isomer or geometry (same formula, charge and spin)**: 0.0000 eV
**Spin multiplicity**: 5
**Charge**: +1

---

The following is a quantum chemistry calculation of a structure of composition C4H6CrN2O7S, from the OMol25 dataset.

```
21
Properties=species:S:1:pos:R:3:lowdin_spin:R:1
H 2.527 2.018 0.654 0.000
C 1.839 1.416 0.054 0.002
O 2.687 -0.211 1.550 0.014
H 2.370 1.183 -0.873 0.000
C -0.992 -2.165 1.782 0.012
C 0.464 -1.744 1.582 0.008
H 0.935 -1.581 2.552 0.000
H 0.163 1.788 -1.088 0.002
O -1.843 -1.665 0.947 0.032
C 1.714 0.103 0.833 0.013
O -2.340 1.780 -1.602 0.028
O -2.308 0.905 -3.897 0.001
Cr -1.076 -0.518 -0.504 3.789
O -1.270 -2.951 2.686 0.008
H 0.975 -2.617 1.149 0.001
S -1.982 0.673 -2.506 0.018
N 0.580 -0.577 0.717 0.009
N 0.652 2.183 -0.289 0.014
O -2.597 -0.599 -1.942 0.023
H -0.010 2.178 0.478 0.002
O -0.489 0.400 -2.281 0.023
```

**LUMO (spin up / spin down)**: 5.8 / 5.8 eV
**HOMO energy (spin up / spin down)**: -1.668 / -2.309 eV
**Energy relative to the best compared isomer or geometry (same formula, charge and spin)**: 0.0000 eV
**Spin multiplicity**: 5
**Charge**: -2

---

The following is a quantum chemistry calculation of a structure of composition C4H6CrO3 at a distorted geometry, from the OMol25 dataset.

```
14
Properties=species:S:1:pos:R:3:lowdin_spin:R:1
H -0.941 1.360 -3.275 0.000
O 0.679 -1.527 0.223 0.016
H 0.985 -1.152 3.010 0.000
C 0.578 -0.331 0.520 0.007
C -0.029 -0.836 2.742 0.000
C -0.228 0.266 -1.601 -0.018
H -0.229 2.382 -1.985 0.000
O -0.114 0.007 1.585 -0.002
H -0.616 -1.740 2.550 0.000
Cr -0.815 -1.662 -1.335 3.974
H -0.433 -0.234 3.559 0.000
H 0.824 1.448 -3.067 0.002
C -0.141 1.423 -2.527 -0.004
O 0.480 0.597 -0.399 0.026
```

**LUMO (spin up / spin down)**: -11.7 / -11.7 eV
**HOMO energy (spin up / spin down)**: -20.167 / -20.198 eV
**Energy relative to the best compared isomer or geometry (same formula, charge and spin)**: 0.9023 eV
**Spin multiplicity**: 5
**Charge**: +2